(1)
{"formula": "C2H43N2O17", "method": "ωB97M-V/def2-TZVPD", "symbols": ["N", "C", "C", "N", "H", "H", "H", "H", "H", "H", "H", "H", "H", "H", "H", "O", "H", "H", "O", "H", "H", "O", "H", "H", "O", "H", "H", "O", "H", "H", "O", "H", "H", "O", "H", "H", "O", "H", "H", "O", "H", "H", "O", "H", "H", "O", "H", "H", "O", "H", "H", "O", "H", "H", "O", "H", "H", "O", "H", "H", "O", "H", "H", "O"], "coordinates": [[0.81, 0.18, 0.51], [1.66, -0.09, -0.67], [3.03, -0.68, -0.45], [3.63, -0.80, -1.77], [0.24, -0.73, 0.79], [1.50, 0.46, 1.26], [0.08, 0.85, 0.32], [1.11, -0.59, -1.47], [1.84, 0.89, -1.17], [3.70, -0.01, 0.14], [3.07, -1.57, 0.19], [3.52, 0.06, -2.29], [4.58, -1.14, -1.75], [4.10, 2.61, 1.97], [3.07, 1.59, 2.61], [3.25, 2.55, 2.43], [-2.19, 1.68, 1.39], [-3.68, 1.28, 1.02], [-2.80, 0.96, 1.11], [-3.67, -3.82, -0.08], [-3.51, -2.51, -0.67], [-3.10, -3.40, -0.73], [-1.39, -3.60, -1.11], [-0.21, -4.23, -0.44], [-0.46, -3.39, -0.84], [-0.87, -0.84, 3.26], [-1.20, 0.49, 2.43], [-0.52, -0.11, 2.76], [3.25, 1.23, -2.74], [2.97, 1.64, -1.33], [3.57, 1.06, -1.84], [-1.15, 1.86, -2.34], [-0.26, 0.72, -1.84], [-0.60, 1.62, -1.59], [-0.98, -1.65, -1.39], [-0.86, -1.28, -2.74], [-1.09, -0.83, -1.90], [-0.94, 3.02, 3.05], [-0.56, 3.34, 1.63], [-1.22, 2.83, 2.15], [1.49, 3.66, -2.12], [0.88, 2.41, -1.48], [1.69, 2.97, -1.47], [1.23, 0.08, 3.43], [2.23, -0.89, 3.17], [2.13, 0.07, 3.05], [-2.88, -0.27, 2.38], [-3.92, -1.12, 3.26], [-2.99, -0.97, 3.06], [-5.17, -1.01, -0.30], [-3.87, -0.16, -0.66], [-4.19, -0.94, -0.20], [1.18, 3.90, 0.20], [1.97, 3.17, 1.31], [1.18, 3.09, 0.73], [-1.70, -1.90, 1.70], [-0.96, -2.90, 0.88], [-0.78, -2.10, 1.41], [2.04, -2.12, -2.82], [1.14, -3.30, -2.67], [1.20, -2.46, -3.15], [-2.61, 0.19, -2.00], [-3.59, 0.29, -3.23], [-3.42, 0.63, -2.34]], "energy_ha": -1490.1733, "fmax_ha_per_bohr": 0.300, "total_charge": 1}

(2)
{"formula": "C2H47O22", "method": "ωB97M-V/def2-TZVPD", "symbols": ["C", "C", "O", "H", "H", "H", "H", "H", "O", "H", "H", "O", "H", "H", "O", "H", "H", "O", "H", "H", "O", "H", "H", "O", "H", "H", "O", "H", "H", "O", "H", "H", "O", "H", "H", "O", "H", "H", "O", "H", "H", "O", "H", "H", "O", "H", "H", "O", "H", "H", "O", "H", "H", "O", "H", "H", "O", "H", "H", "O", "H", "H", "O", "H", "H", "O", "H", "H", "O", "H", "H"], "coordinates": [[-7.51, -16.65, 4.50], [-7.14, -17.88, 5.27], [-6.76, -18.88, 4.30], [-6.76, -16.34, 3.70], [-7.73, -15.76, 5.19], [-8.44, -16.85, 4.07], [-7.88, -18.15, 5.99], [-6.28, -17.64, 5.83], [-10.99, -15.16, 2.48], [-10.76, -16.05, 2.45], [-10.13, -14.77, 2.79], [-8.79, -14.11, 3.28], [-7.95, -14.41, 2.97], [-8.82, -13.21, 3.00], [-6.81, -21.50, 4.70], [-6.79, -20.59, 4.42], [-6.27, -21.94, 4.06], [-10.83, -17.28, 6.06], [-10.37, -16.45, 6.05], [-10.88, -17.60, 6.94], [-8.38, -19.23, 2.34], [-8.93, -20.01, 2.29], [-7.92, -19.11, 3.21], [-9.82, -20.17, 5.84], [-9.77, -19.20, 5.91], [-10.72, -20.39, 5.69], [-4.33, -16.62, 4.54], [-4.82, -17.25, 3.99], [-4.41, -17.03, 5.34], [-10.09, -14.79, 5.73], [-9.89, -14.70, 4.79], [-9.49, -14.15, 6.11], [-6.61, -14.71, 1.42], [-5.72, -14.91, 1.82], [-6.63, -13.76, 1.42], [-11.22, -17.79, 3.18], [-10.67, -17.66, 3.97], [-10.56, -18.08, 2.53], [-5.53, -15.06, 7.65], [-4.77, -14.97, 8.22], [-6.04, -15.86, 7.87], [-5.78, -17.46, 8.58], [-6.30, -18.24, 8.67], [-4.97, -17.55, 8.02], [-7.92, -13.15, 6.64], [-7.29, -13.82, 6.38], [-7.86, -12.35, 6.19], [-5.50, -14.22, 5.02], [-5.05, -14.80, 4.40], [-5.35, -14.59, 5.86], [-8.85, -16.54, 1.61], [-8.07, -16.08, 1.34], [-8.56, -17.44, 1.92], [-4.70, -19.59, 5.85], [-5.28, -19.50, 5.07], [-4.53, -20.56, 5.80], [-3.49, -17.68, 7.22], [-3.07, -17.76, 8.09], [-3.76, -18.61, 6.93], [-5.26, -18.16, 2.10], [-6.07, -18.46, 2.58], [-5.61, -17.76, 1.30], [-8.16, -16.08, 7.89], [-8.15, -16.00, 6.93], [-8.42, -16.99, 8.10], [-9.41, -18.50, 8.40], [-9.56, -19.40, 8.53], [-9.35, -18.28, 9.33], [-7.00, -20.14, 7.57], [-6.19, -20.30, 7.08], [-7.68, -19.92, 6.97]], "energy_ha": -1759.7383, "fmax_ha_per_bohr": 0.078, "total_charge": -1}

(3)
{"formula": "C2H4AgF3NO5S2", "method": "ωB97M-V/def2-TZVPD", "symbols": ["N", "S", "O", "O", "S", "O", "O", "C", "F", "F", "F", "Ag", "O", "H", "C", "H", "H", "H"], "coordinates": [[-1.00, -0.07, -0.46], [-1.01, 1.73, -0.03], [-2.44, 1.59, 0.53], [0.11, 1.78, 0.97], [0.28, -0.85, -0.93], [1.47, 0.03, -0.91], [0.00, -1.67, -2.10], [0.64, -2.09, 0.42], [0.73, -1.48, 1.59], [-0.33, -2.99, 0.47], [1.78, -2.71, 0.15], [2.49, 1.97, 0.40], [4.21, 3.31, 0.32], [4.48, 4.11, 0.77], [-2.67, -0.44, -0.29], [-2.77, -0.48, 0.81], [-3.05, -1.47, -0.35], [-2.89, -0.26, -1.35]], "energy_ha": -1752.4144, "fmax_ha_per_bohr": 0.101, "total_charge": -1}

LUMO energy per entry: -2.360; 2.177; 3.059 eV